--- a ---
27
Properties=species:S:1:pos:R:3 method="wB97M-V/def2-TZVPD" homo_ev=-12.220 charge=+1 homo_lumo_gap_ev=8.02
C -0.264 3.797 -1.590
C -2.080 -2.349 0.766
C 0.232 2.753 -0.566
C -0.342 1.254 -0.625
C 0.326 0.456 0.450
C 1.792 0.387 0.347
N -0.747 -2.221 0.302
N 2.475 -0.054 1.362
N -0.142 -4.363 -0.105
N 0.090 -3.028 -0.048
H -1.368 3.830 -1.651
H 0.031 4.666 -1.177
H 0.259 3.641 -2.467
H -2.270 -1.588 1.626
H -2.387 -3.325 1.296
H -2.813 -2.148 -0.060
H 0.149 3.238 0.403
H 1.301 2.576 -0.673
H 0.074 0.755 -1.630
H -1.393 1.281 -0.688
H 0.047 -0.610 0.444
H -0.037 0.817 1.439
H 2.181 0.818 -0.527
H 1.858 -0.325 2.127
H 3.365 -0.391 1.628
H 0.707 -5.025 -0.490
H -1.045 -4.844 0.106

--- b ---
27
Properties=species:S:1:pos:R:3 method="wB97M-V/def2-TZVPD" homo_ev=-12.043 charge=+1 homo_lumo_gap_ev=7.80
C -1.963 -0.792 -0.949
C 2.689 -1.768 -1.824
C -0.292 2.894 0.698
C -0.029 -0.090 2.821
C 1.723 -0.628 -1.379
C 0.315 -0.997 -1.483
N -2.852 -0.538 0.190
N -0.009 1.966 1.807
N -0.259 0.656 1.772
N -0.555 -0.556 -0.641
H -2.177 -1.758 -1.248
H 2.578 -2.040 -2.907
H 3.649 -1.575 -1.258
H 2.263 -2.730 -1.267
H 0.553 3.518 0.562
H -0.487 2.095 -0.203
H -1.130 3.493 0.949
H -2.248 -0.156 -1.864
H -0.468 -1.028 2.819
H 0.447 0.282 3.765
H 1.794 0.214 -2.023
H 1.892 -0.425 -0.266
H 0.027 -1.167 -2.540
H -2.654 0.209 0.795
H -2.981 -1.307 0.779
H 0.439 2.483 2.573
H -0.264 -0.252 0.321

Winner for stability: b

--- a ---
14
Properties=species:S:1:pos:R:3 method="wB97M-V/def2-TZVPD" homo_ev=-14.499 charge=+1 homo_lumo_gap_ev=10.42
N -1.189 -1.502 1.271
H -0.823 -2.355 1.694
H -0.431 -0.891 0.936
H -1.699 -0.952 1.959
H -1.586 -1.801 0.374
C 0.183 0.968 -0.776
O 0.367 -0.343 -1.250
C 0.966 1.202 0.517
H -0.872 1.142 -0.536
H 0.489 1.755 -1.473
H 0.203 -0.400 -2.199
H 0.365 1.967 1.041
H 1.934 1.700 0.411
H 1.195 0.332 1.133

--- b ---
14
Properties=species:S:1:pos:R:3 method="wB97M-V/def2-TZVPD" homo_ev=-15.993 charge=+1 homo_lumo_gap_ev=12.50
N 0.535 2.558 -0.287
H 0.986 3.030 0.488
H 0.514 1.377 -0.119
H 1.001 2.788 -1.160
H -0.461 2.747 -0.322
C -0.556 -0.966 0.637
O 0.439 0.100 0.179
C -0.535 -2.164 -0.313
H -1.455 -0.363 0.673
H -0.260 -1.180 1.664
H 1.206 -0.479 0.113
H -1.445 -2.419 -0.850
H -0.262 -3.019 0.296
H 0.294 -2.011 -0.996

Winner for stability: b